39
Properties=species:S:1:pos:R:3 method="wB97M-V/def2-TZVPD" de_lowest_ev=0.970 smiles="NC(N)(N)C[C@]1(CCCI)OC[N@H+](C(=O)[O-])[C@H]1[PH2]=S" max_force_ev_per_a=5.08 e_homo_ev=-9.55
I 4.234 -1.399 1.730
S 0.638 3.951 -1.074
P 1.080 2.267 -0.226
O -1.559 -0.445 1.077
O -3.262 1.290 -0.705
O -3.460 3.069 0.544
N 1.408 -1.486 -2.195
N -0.105 0.094 -3.066
N -0.567 -2.222 -3.230
N -1.497 1.809 0.813
C -1.807 0.704 1.790
C 1.480 -0.169 2.041
C -0.446 1.230 -0.060
C 2.373 -1.172 2.854
C -0.396 -0.313 0.169
C -0.858 -1.236 -1.004
C -2.855 2.077 0.142
C -0.013 -1.169 -2.332
C 0.716 -1.010 0.997
H -2.821 0.720 2.202
H 1.943 -2.176 2.853
H 0.212 -1.811 1.559
H -0.828 -2.256 -0.592
H -1.028 0.510 -2.952
H 0.843 0.340 2.776
H -1.892 -0.952 -1.253
H 1.493 2.563 1.102
H 2.204 0.530 1.603
H -1.283 2.734 1.200
H 1.512 -2.368 -1.698
H 2.634 -0.800 3.845
H -1.579 -2.091 -3.206
H 0.542 0.737 -2.611
H 1.846 -0.792 -1.591
H -0.923 1.370 -1.046
H -0.440 -3.090 -2.703
H 1.476 -1.530 0.396
H -1.168 0.945 2.662
H 2.153 1.548 -0.809

32
Properties=species:S:1:pos:R:3 method="wB97M-V/def2-TZVPD" total_charge=+1 de_lowest_ev=2.054 max_force_ev_per_a=4.77 e_homo_ev=-11.38
N -0.753 0.965 -0.148
N -2.613 -0.238 0.702
N -1.352 -1.064 4.683
C 0.347 1.176 -0.711
C -0.718 -0.661 3.568
C -1.962 0.626 -0.072
C -0.744 -1.460 2.424
C -0.169 0.761 -3.075
C 2.169 0.380 -2.408
C 1.260 2.205 -0.217
C 0.733 0.222 -1.908
C 0.458 -1.187 -1.510
H -1.932 -2.039 4.681
H 0.045 0.190 -3.910
H -3.601 -0.131 0.769
H 2.512 1.433 -2.348
H -1.100 0.571 -2.807
H -0.119 -1.181 1.569
H 0.422 -1.268 -0.355
H -2.615 1.436 -0.532
H 2.794 -0.178 -1.685
H 1.558 2.841 -1.053
H -1.266 -2.412 2.449
H -1.339 -0.497 5.484
H 0.667 2.912 0.416
H 1.278 -1.731 -2.037
H -2.190 -0.736 1.514
H -0.669 -1.431 -1.829
H 2.132 -0.015 -3.428
H 0.046 0.188 3.651
H 2.074 1.662 0.308
H -0.019 1.783 -3.260

38
Properties=species:S:1:pos:R:3 method="wB97M-V/def2-TZVPD" de_lowest_ev=1.087 max_force_ev_per_a=1.21 e_homo_ev=-9.28
Ag 0.583 -1.011 3.902
Cl 0.404 -1.322 1.445
O 2.778 3.543 5.198
O -1.329 -3.302 -3.756
O -4.420 1.334 -0.206
N 0.663 -3.696 -2.738
N -2.265 0.774 0.234
N 1.761 2.648 3.388
C -3.503 -0.504 -1.423
C 3.606 4.276 3.090
C -3.465 0.607 -0.396
C -1.973 1.846 1.141
C -0.200 -3.757 -3.786
C 0.317 -3.089 -1.464
C 0.313 -4.458 -5.022
C 2.687 3.468 3.969
C 1.527 2.434 1.975
H 1.200 -5.080 -4.899
H 0.982 3.272 1.538
H 3.276 5.314 3.117
H 0.865 -2.169 -1.284
H 3.611 3.967 2.046
H -1.402 1.478 1.993
H -3.414 -0.101 -2.427
H 1.640 -3.839 -2.923
H -4.492 -0.963 -1.337
H -2.777 -1.302 -1.272
H -0.475 -5.102 -5.412
H -1.411 2.649 0.657
H 2.445 2.293 1.407
H 0.518 -3.730 -5.809
H -1.645 -0.020 0.220
H 0.512 -3.834 -0.691
H -2.882 2.295 1.542
H 1.130 2.269 4.076
H 4.616 4.210 3.481
H 0.970 1.509 1.841
H -0.752 -2.907 -1.414

50
Properties=species:S:1:pos:R:3 method="wB97M-V/def2-TZVPD" total_charge=-1 max_force_ev_per_a=6.57 e_homo_ev=-3.98
Cl -0.109 1.347 3.533
Cl 5.090 -2.206 3.213
Cl -8.896 0.284 0.859
Cl -0.370 -2.212 -0.193
Cl -7.585 0.655 -1.718
Cl 6.815 -1.917 -1.691
Cl 4.930 -3.514 -0.143
Cl 6.021 -4.698 4.408
Cl 4.673 -2.708 -4.947
Cl 6.302 -3.140 -7.325
Cl 0.386 -1.455 4.168
Cl 1.977 -0.709 0.663
S -1.104 4.552 1.516
S -5.215 2.515 0.369
P -0.832 3.366 -0.002
O -6.456 3.487 0.446
O -4.937 2.070 1.826
O 0.203 2.007 0.474
O 0.010 4.136 -1.356
C 6.297 -3.497 3.140
C -2.521 1.046 -0.040
C 5.184 -1.996 -1.012
C 0.967 0.205 4.346
C -8.846 1.241 -0.626
C 6.309 -2.688 -5.616
C 1.204 -2.298 0.608
C -3.063 -0.166 -0.713
C -3.806 3.452 -0.450
B -2.443 2.567 -0.693
H 1.012 0.454 5.410
H 1.063 -2.661 1.629
H -4.214 -0.296 -0.887
H 5.047 -1.162 -0.319
H -3.628 4.480 0.112
H 4.457 -1.924 -1.824
H 6.235 -3.987 2.166
H -9.813 1.169 -1.129
H -2.294 -1.017 -1.003
H 1.847 -2.988 0.057
H 0.019 1.751 1.425
H -5.577 1.470 -0.507
H 0.008 3.420 -2.081
H 1.965 0.282 3.907
H -2.263 2.452 -1.873
H 6.928 -3.398 -5.063
H 7.291 -3.062 3.272
H 6.722 -1.682 -5.516
H -4.206 3.760 -1.531
H -2.141 0.932 1.084
H -8.639 2.283 -0.371